Entry 1:
A structure of composition C8H28ClNO8 at a distorted geometry. Source: OMol25; level of theory: ωB97M-V with the def2-TZVPD basis set.

XYZ file:
```
46
Properties=species:S:1:pos:R:3:forces:R:3:nbo_charge:R:1
N 0.9071 0.5961 -2.8503 2.781 2.577 -1.867 -0.848
H 0.2889 -0.0398 -3.3338 0.990 2.189 0.481 0.444
H 0.5747 0.7622 -1.9111 0.512 0.494 -1.004 0.314
H 0.9329 1.5075 -3.2847 0.289 0.099 -0.364 0.406
H 1.8139 0.1690 -2.7261 0.408 0.044 -0.507 0.406
Cl 0.0040 0.7491 -0.5874 0.960 11.956 7.402 -0.087
C 0.4823 2.7189 1.5545 -0.539 -0.888 1.542 -0.114
C 1.0922 1.4258 2.2123 -2.765 4.273 1.064 -0.129
O 0.2220 0.8926 3.2331 7.647 7.335 4.591 -0.802
O -0.8318 2.4493 1.0558 0.865 2.403 1.228 -0.761
H 1.0973 3.1727 0.7774 0.332 0.013 0.023 0.153
H 0.3350 3.3929 2.3984 0.006 0.503 -0.313 0.190
H 2.0561 1.6996 2.6412 0.256 0.071 0.376 0.146
H 1.3499 0.6953 1.4454 -3.707 5.412 2.170 0.152
H -0.5050 0.4516 2.7873 0.104 3.349 1.532 0.439
H -0.7471 1.9222 0.2579 -0.301 1.762 0.797 0.413
C 2.5539 -1.8266 1.5073 0.464 -0.035 1.067 -0.069
C 1.7515 -0.5673 1.1518 3.706 -5.635 -1.934 -0.159
O 1.5982 -0.6107 -0.2317 6.231 -6.119 -0.044 -0.749
O 2.0017 -3.0209 0.9930 -0.364 0.155 0.047 -0.722
H 2.6489 -1.9388 2.5873 -0.368 -0.041 0.190 0.171
H 3.5953 -1.7793 1.1887 0.119 0.550 -0.424 0.157
H 2.2824 0.3698 1.3191 3.409 -2.815 -0.095 0.198
H 0.7692 -0.4931 1.6184 1.343 -1.474 -0.543 0.212
H 0.9486 0.0720 -0.4151 7.154 -4.896 1.307 0.273
H 1.8862 -2.7988 0.0662 -0.260 -0.184 -0.390 0.470
C -2.6589 0.7290 1.2747 -0.231 -0.670 0.549 -0.136
C -2.1561 -0.4056 2.1407 -2.264 -1.178 -0.021 -0.104
O -0.7485 -0.3838 2.2360 -6.681 -9.259 -6.561 -0.646
O -2.3266 0.5195 -0.0878 -4.627 -0.160 2.468 -0.719
H -2.2224 1.6427 1.6781 -0.502 -0.227 -0.159 0.246
H -3.7393 0.8117 1.3937 -0.106 -0.317 -0.212 0.183
H -2.5082 -1.3747 1.7872 0.126 -0.101 -0.433 0.178
H -2.6035 -0.3301 3.1318 0.160 0.330 0.343 0.177
H -0.3782 -1.1186 2.7304 -0.303 -0.338 0.241 0.521
H -1.3773 0.6174 -0.1921 -3.184 -0.421 3.154 0.329
C -1.2102 -1.0478 -2.2521 -0.572 1.420 0.157 -0.158
C -0.8122 -1.4059 -3.6613 -3.560 -0.753 -0.317 -0.143
O 0.4969 -1.1399 -4.0373 1.408 -4.735 -2.523 -0.748
O -1.3849 0.3745 -2.1264 -4.484 -3.266 -7.556 -0.710
H -0.4770 -1.3948 -1.5239 0.421 -0.160 0.034 0.185
H -2.1294 -1.5529 -1.9554 -0.211 -0.098 -0.384 0.212
H -1.4059 -0.7927 -4.3393 -0.632 -0.049 0.104 0.186
H -1.1852 -2.4230 -3.7816 0.769 -0.326 -0.368 0.204
H 0.7852 -1.8338 -4.6348 0.130 -0.058 -0.217 0.512
H -1.0668 0.5376 -1.2354 -4.929 -0.730 -4.630 0.329
```
Forces are in eV/Å.

Values from the calculation:
ΔE to the lowest compared entry with this formula, charge and spin = 534.8 kcal/mol
net charge = 0
molar mass = 301.8 g/mol
highest occupied orbital energy = -0.271 Ha
total energy = -1437.5587 a.u.
gap between HOMO and LUMO = 7.25 eV



Entry 2:
An isolated molecule of C5H6N2O at a distorted geometry. Source: OMol25; level of theory: ωB97M-V with the def2-TZVPD basis set.

XYZ file:
```
14
Properties=species:S:1:pos:R:3:forces:R:3:nbo_charge:R:1
C -0.5466 1.8478 0.7663 -0.216 -0.137 -0.099 -0.408
N -0.4548 1.0361 -0.4536 0.483 0.013 -0.023 -0.685
C 1.5188 -0.2353 -0.6882 1.257 0.528 -0.436 0.856
C 0.5378 -1.1427 -0.3818 -0.594 -0.211 0.372 -0.393
C 0.6778 -2.4160 0.0000 0.286 0.218 -0.117 -0.144
C -0.9271 -0.3520 -0.3214 -0.560 0.066 -0.267 0.249
O 2.4187 0.3815 -1.0654 -1.119 -0.643 0.460 -0.379
N -2.0090 -0.8676 -0.2110 0.616 0.083 -0.026 -0.513
H -0.9448 1.4881 -1.2207 -0.089 -0.075 0.152 0.388
H -0.0719 2.8148 0.5923 -0.064 -0.033 -0.009 0.199
H -1.5839 1.9925 1.0807 0.081 0.037 0.049 0.201
H -0.0114 1.3467 1.5749 -0.015 -0.018 -0.032 0.191
H -0.2245 -3.0213 0.0584 -0.129 0.187 0.169 0.235
H 1.6212 -2.8725 0.2695 0.062 -0.014 -0.193 0.203
```
Forces are in eV/Å.

Values from the calculation:
ΔE to the lowest compared entry with this formula, charge and spin = 102.5 kcal/mol
net charge = 0
molar mass = 110.1 g/mol
highest occupied orbital energy (spin up / spin down) = -0.270 / -0.270 Ha
total energy = -378.7076 a.u.
gap between HOMO and LUMO (spin up / spin down) = 5.97 / 5.96 eV



Entry 3:
A cluster of 2 separate species, C5H9NO in total at a distorted geometry. Source: OMol25; level of theory: ωB97M-V with the def2-TZVPD basis set.

XYZ file:
```
16
Properties=species:S:1:pos:R:3:forces:R:3:nbo_charge:R:1
C 0.5497 2.2428 0.2690 -0.625 0.267 -0.204 -0.629
C -0.5848 1.5095 -0.3841 1.120 -2.214 -0.800 -0.083
C -1.0597 0.2904 0.0569 -0.823 1.077 0.877 -0.084
N -2.0122 -0.1641 -0.8135 0.404 -0.214 0.081 -0.500
C -2.0553 0.6575 -1.9067 1.284 -0.997 -0.250 -0.069
C -1.0524 1.6006 -1.7375 -1.945 1.850 1.104 -0.316
H 0.1836 2.8701 1.0771 0.090 0.579 -0.176 0.214
H 1.2609 1.5939 0.7392 0.278 -0.734 0.185 0.216
H 1.1107 2.7679 -0.4959 -0.046 0.567 0.138 0.219
H -0.9980 -0.1058 1.0571 0.197 -0.325 -0.038 0.200
H -2.4361 -1.0671 -0.6902 -0.190 0.119 -0.318 0.409
H -2.4935 0.2999 -2.8243 -0.481 0.324 0.084 0.208
H -1.1497 2.5776 -2.2027 0.735 -0.298 -0.682 0.215
H 4.2463 -4.7927 2.3196 0.806 0.429 -0.221 0.460
H 3.6341 -4.9618 3.5819 0.328 0.304 0.827 0.459
O 4.4423 -4.5491 3.2376 -1.133 -0.733 -0.606 -0.919
```
Forces are in eV/Å.

Values from the calculation:
ΔE to the lowest compared entry with this formula, charge and spin = 38.6 kcal/mol
net charge = 0
molar mass = 99.1 g/mol
highest occupied orbital energy = -0.301 Ha
total energy = -325.8760 a.u.
gap between HOMO and LUMO = 9.06 eV



Entry 4:
An isolated molecule of C2H4OS2 at a distorted geometry. Source: OMol25; level of theory: ωB97M-V with the def2-TZVPD basis set.

XYZ file:
```
9
Properties=species:S:1:pos:R:3:forces:R:3:nbo_charge:R:1
C -0.1746 0.3023 0.4866 0.169 2.103 1.236 -0.650
C 0.0903 -0.3950 -0.7750 -0.614 -2.662 -0.551 0.427
H -1.3440 -1.6267 1.1333 0.063 -0.467 -0.202 0.150
H -0.3355 1.3885 0.1301 -0.262 -1.489 1.233 0.253
H 0.7820 0.2992 1.0770 -0.834 0.095 -0.512 0.251
H 1.5935 1.4296 -0.7997 -0.165 -0.786 -0.860 0.136
O -0.4461 -1.4652 -1.0417 1.410 2.071 -0.449 -0.536
S -1.5282 -0.3850 1.5455 0.482 1.033 -0.476 -0.018
S 1.3625 0.4523 -1.7561 -0.248 0.102 0.581 -0.013
```
Forces are in eV/Å.

Values from the calculation:
ΔE to the lowest compared entry with this formula, charge and spin = 6.1 kcal/mol
net charge = 0
molar mass = 108.2 g/mol
highest occupied orbital energy = -0.348 Ha
total energy = -950.1989 a.u.
gap between HOMO and LUMO = 9.90 eV



Entry 5:
A structure of composition C44H31GaN5O4S2. Source: OMol25; level of theory: ωB97M-V with the def2-TZVPD basis set.

XYZ file:
```
87
Properties=species:S:1:pos:R:3:forces:R:3:lowdin_charge:R:1
Ga -0.2703 0.3375 -0.8254 -0.048 0.015 0.148 0.311
C -3.0897 -0.0531 2.4174 -0.003 -0.008 -0.009 0.014
C -2.1577 0.6411 1.4647 0.007 0.081 0.076 -0.304
O -1.6753 -0.0773 0.5598 -0.015 -0.064 -0.116 0.043
C -1.8700 2.0455 1.6071 0.008 -0.028 -0.040 -0.086
C -2.5125 2.7849 2.6315 -0.009 -0.026 0.004 -0.028
C -2.3022 4.1240 2.7935 0.013 0.043 0.011 -0.076
C -1.4230 4.7842 1.9173 -0.016 -0.027 0.002 -0.052
C -0.7776 4.1053 0.9179 -0.007 0.042 0.026 0.001
C -0.9714 2.7189 0.7310 -0.035 -0.077 0.066 -0.293
O -0.2976 2.1414 -0.2250 0.093 0.090 -0.104 -0.036
H -3.1564 -1.1012 2.1404 0.008 -0.002 -0.006 0.094
H -4.0827 0.3972 2.3849 0.007 0.003 0.014 0.098
H -2.7220 0.0286 3.4409 -0.006 -0.003 0.000 0.100
H -3.1916 2.2758 3.3018 0.013 0.008 -0.011 0.109
H -2.8037 4.6691 3.5808 0.006 -0.006 -0.015 0.107
H -1.2529 5.8474 2.0335 0.005 -0.008 -0.003 0.114
H -0.0983 4.6082 0.2422 -0.002 -0.012 -0.003 0.121
S 5.4448 1.9148 -4.8483 -0.034 0.026 -0.020 1.073
C 6.9076 1.6312 -4.0207 0.017 -0.002 -0.018 -0.395
C 6.6959 1.1380 -2.7708 -0.046 -0.008 0.031 -0.166
C 5.3159 0.9888 -2.4796 0.028 -0.052 0.074 -0.112
C 4.5035 1.3702 -3.5122 -0.038 0.032 -0.051 -0.485
C 3.0378 1.3465 -3.5693 0.068 0.010 -0.006 -0.165
C 2.2962 1.0011 -2.4228 -0.040 0.037 0.072 0.007
N 0.9835 0.9456 -2.4071 -0.010 -0.047 -0.070 0.123
C 0.2915 1.2245 -3.5312 0.026 -0.027 0.079 -0.110
C 0.9222 1.5987 -4.7148 -0.023 0.033 -0.072 -0.110
C 0.1121 1.8992 -5.8659 0.057 -0.013 0.001 0.006
C -1.2329 1.8131 -5.8114 -0.058 0.005 0.019 0.006
C -1.9021 1.4068 -4.6036 0.010 0.015 -0.065 -0.110
C -3.2926 1.2763 -4.4872 -0.057 0.010 -0.057 0.054
C -3.8677 0.8554 -3.3051 -0.076 -0.020 0.012 -0.164
C -2.9969 0.5653 -2.2367 0.045 -0.035 0.028 0.012
N -1.6917 0.6976 -2.3215 0.020 0.036 -0.026 0.126
C -1.1356 1.1121 -3.4796 -0.008 -0.020 0.098 -0.108
C -5.3164 0.6964 -3.1343 0.032 0.020 -0.059 -0.484
C -5.9998 0.3095 -2.0142 -0.014 -0.034 0.085 -0.113
C -7.4044 0.2631 -2.2049 0.051 -0.003 0.028 -0.167
C -7.7640 0.6166 -3.4681 -0.018 -0.003 -0.012 -0.395
S -6.4106 1.0038 -4.4289 0.029 0.014 -0.030 1.074
C 2.3228 1.6520 -4.7099 0.061 0.003 -0.052 0.054
H 7.8483 1.8427 -4.5037 -0.018 -0.005 0.016 0.075
H 7.4902 0.8870 -2.0837 -0.012 0.004 -0.012 0.110
H 4.9532 0.5985 -1.5384 0.020 0.004 -0.025 0.108
H 2.7937 0.7739 -1.4890 -0.002 -0.014 -0.009 0.121
H 0.6076 2.1957 -6.7817 -0.005 -0.001 0.010 0.125
H -1.8341 2.0419 -6.6822 0.004 -0.004 0.011 0.125
H -3.9141 1.5058 -5.3455 0.020 0.003 0.001 0.111
H -3.3745 0.1997 -1.2915 0.005 0.023 0.003 0.125
H -5.5250 0.0595 -1.0754 -0.025 0.006 -0.021 0.107
H -8.1106 -0.0210 -1.4390 0.010 0.006 -0.013 0.109
H -8.7553 0.6685 -3.8893 0.018 -0.002 0.013 0.075
H 2.8407 1.9279 -5.6217 -0.020 -0.002 0.005 0.112
C -0.2959 -1.6783 7.3329 -0.003 -0.024 -0.012 -0.073
O -0.6184 -2.3046 6.1002 -0.037 0.089 0.016 -0.080
C 0.4007 -2.8082 5.3657 0.077 -0.076 0.018 -0.284
C 0.0410 -3.4141 4.1588 -0.032 0.011 0.021 0.012
C 1.0030 -3.9463 3.3303 0.085 -0.086 -0.037 -0.016
C 2.3530 -3.8920 3.6957 -0.042 0.054 0.082 -0.284
C 2.6956 -3.3531 4.9245 0.022 0.001 -0.004 -0.026
C 1.7355 -2.7889 5.7555 -0.005 0.021 -0.008 -0.009
N 3.4372 -4.4667 2.9475 -0.206 -0.053 -0.068 0.079
N 3.5020 -4.3964 1.7123 0.210 0.108 0.078 0.080
C 2.5817 -3.6073 0.9492 -0.165 0.011 -0.175 -0.251
C 1.9062 -4.2139 -0.0787 0.023 -0.019 0.026 -0.013
C 0.9647 -3.5342 -0.8728 0.007 -0.032 -0.019 0.023
C 0.7163 -2.1954 -0.6720 -0.056 0.042 -0.022 -0.304
O -0.1592 -1.4837 -1.3579 0.024 -0.050 0.043 -0.036
C 1.4907 -1.5350 0.3325 0.019 0.038 0.020 -0.116
N 1.2705 -0.1973 0.4512 -0.022 -0.060 -0.006 0.090
C 1.9396 0.5124 1.3336 -0.028 0.022 -0.041 -0.068
C 2.9129 -0.0729 2.1547 0.016 -0.010 0.019 -0.014
C 3.1543 -1.4180 2.0550 0.000 -0.007 0.033 0.031
C 2.4244 -2.2096 1.1394 0.112 0.006 0.059 -0.092
H -1.2303 -1.2936 7.7296 -0.010 -0.002 -0.004 0.093
H 0.4045 -0.8534 7.1837 -0.009 0.015 0.004 0.094
H 0.1279 -2.3925 8.0419 0.014 -0.016 -0.014 0.099
H -1.0098 -3.4693 3.9035 0.031 -0.006 -0.011 0.122
H 0.7064 -4.4320 2.4113 -0.030 0.029 0.014 0.117
H 3.7349 -3.3819 5.2288 -0.017 0.011 0.015 0.119
H 2.0337 -2.3710 6.7054 0.016 0.004 -0.008 0.105
H 2.0880 -5.2683 -0.2492 -0.024 0.006 -0.018 0.124
H 0.4234 -4.0558 -1.6511 0.014 -0.012 0.020 0.123
H 1.7086 1.5702 1.3801 -0.006 -0.006 0.003 0.127
H 3.4606 0.5410 2.8555 -0.008 0.002 -0.014 0.115
H 3.9119 -1.8740 2.6782 -0.003 -0.032 -0.019 0.120
```
Forces are in eV/Å.

Values from the calculation:
net charge = +1
molar mass = 827.6 g/mol
highest occupied orbital energy = -0.356 Ha
total energy = -4991.1642 a.u.
gap between HOMO and LUMO = 6.37 eV